Density functional theory data (ωB97M-V with the def2-TZVPD basis set) for a cluster of 4 separate species, C18H30Br2F7O5PS in total.

Element x y z (Å)
C -1.88555 2.03347 -4.13306
C -0.99374 0.80248 -4.17910
Br 0.22976 0.90625 -5.71550
C -0.07399 0.56062 -2.96151
Br -0.98007 1.01703 -1.29229
P 0.36873 -1.24594 -2.96077
S 2.41208 -1.48739 -2.33953
O 3.26161 -1.20706 -3.45924
O 2.39570 -2.76550 -1.68356
C 2.99687 -0.33224 -0.96597
F 4.09867 -0.91347 -0.49336
F 2.03529 -0.35930 -0.02797
C 3.34298 1.17725 -1.21614
F 2.19931 1.88312 -1.22562
F 4.08578 1.56742 -0.16002
C 4.15307 1.58829 -2.48012
F 4.59724 2.82979 -2.31365
F 5.18939 0.78886 -2.65601
F 3.37417 1.58049 -3.56005
H -2.81972 1.80603 -3.61337
H -2.12797 2.35862 -5.14777
H -1.38231 2.86084 -3.62093
H -1.57446 -0.10051 -4.38650
H 0.81186 1.18614 -3.05853
H -0.24782 -1.65206 -1.77151
C 3.42450 3.21635 4.08223
C 2.94420 2.62333 2.75804
C 1.58121 3.28579 2.60787
O 1.69000 4.56836 3.22485
C 2.89660 4.64242 3.98374
H 4.50520 3.17847 4.21149
H 2.96097 2.69456 4.92228
H 3.60531 2.93015 1.94674
H 2.88692 1.53527 2.75904
H 0.80619 2.70904 3.12197
H 1.27878 3.41993 1.56773
H 3.60973 5.29126 3.46370
H 2.67154 5.08673 4.95405
C -1.92986 -1.55294 4.20086
C -1.55425 -0.07834 4.06632
C -1.14266 -0.00035 2.60121
O -1.93543 -0.96895 1.91375
C -2.58954 -1.82086 2.85466
H -2.59082 -1.76224 5.04061
H -1.03156 -2.16355 4.31101
H -2.42558 0.55341 4.25028
H -0.75878 0.23426 4.74129
H -0.08402 -0.25191 2.46901
H -1.32096 0.98040 2.15802
H -3.65773 -1.57676 2.88127
H -2.47980 -2.85522 2.52500
C -4.45646 -3.51793 -1.42654
C -3.71746 -4.77778 -1.87732
C -2.47463 -4.18638 -2.52992
O -2.19553 -2.97723 -1.82044
C -3.30188 -2.62896 -0.98271
H -5.17550 -3.69588 -0.62810
H -4.98541 -3.06742 -2.26919
H -3.44037 -5.38310 -1.01194
H -4.29104 -5.40169 -2.56115
H -2.65543 -3.95104 -3.58442
H -1.60165 -4.83673 -2.46656
H -3.03021 -2.81483 0.05787
H -3.50148 -1.56285 -1.09455

As for the structure (SMILES): C[C@@H](Br)[C@@H](Br)PS(=O)(=O)C(F)(F)C(F)(F)C(F)(F)F.C1CCOC1.C1CCOC1.C1CCOC1. The value obtained for the max |F| is 0.51 eV Å⁻¹. As for the gap between HOMO and LUMO: 9.7 eV. As for the net charge: 0.



Density functional theory data (ωB97M-V with the def2-TZVPD basis set) for the molecule C5H11NO.

Element x y z (Å)
C 2.84331 0.51917 0.05475
O 1.60604 1.01449 -0.39766
C 0.65242 0.00596 -0.49082
C -0.12771 -0.44813 0.76438
N -1.27348 -0.61335 -0.13144
C -2.62576 -0.50939 0.34948
C -0.72319 0.40761 -1.02432
H 3.55054 1.35138 0.05620
H 3.22143 -0.27323 -0.61034
H 2.76948 0.10807 1.07291
H 1.04668 -0.86438 -1.03484
H 0.17624 -1.34046 1.32363
H -0.22705 0.41533 1.44901
H -2.84908 0.44425 0.86245
H -2.82906 -1.33402 1.04206
H -3.30980 -0.61381 -0.50079
H -0.95026 1.43763 -0.69563
H -0.95075 0.29288 -2.08904

As for the structure (SMILES): COC1CN(C)C1. The value obtained for the max |F| is 0.29 eV Å⁻¹. As for the gap between HOMO and LUMO: 9.8 eV. As for the net charge: 0. The value obtained for the energy relative to the best compared isomer or geometry (same formula, charge and spin) is 55.35 kcal per mole.



Density functional theory data (ωB97M-V with the def2-TZVPD basis set) for a cluster of 8 separate species, C5H26NO8 in total.

Element x y z (Å)
C 0.89013 0.16576 -2.64305
C -0.55566 0.28528 -2.09819
C -1.26616 -1.05287 -2.08491
C -1.32600 1.41072 -2.73535
N 1.79234 -0.39481 -1.56101
C 2.05740 0.61018 -0.45943
O 1.52524 0.23369 0.74264
H 0.85443 -0.57549 -3.41964
H 1.29920 1.11752 -2.97798
H -0.54426 0.57450 -1.06459
H -0.58172 -1.78062 -1.69401
H -1.29783 -1.43950 -3.10811
H -2.30689 -1.23513 -1.72965
H -1.01380 2.41014 -2.39619
H -1.14303 1.47355 -3.78540
H -2.41897 1.27953 -2.53583
H 1.36779 -1.20523 -1.13545
H 3.16185 0.74443 -0.51882
H 1.74010 1.57971 -0.82045
H -1.59417 1.20112 1.63888
H -2.26162 -0.10861 2.14986
O -2.50671 0.71735 1.74988
H -0.41253 -3.18160 1.03701
H 1.03704 -2.61241 0.88580
O 0.38294 -3.19700 0.51550
H 0.46532 -0.49076 4.05356
H 0.52382 -1.35527 2.75685
O -0.06747 -1.09578 3.56971
H 0.24508 0.95348 1.05223
H 0.04864 2.13381 2.20689
O -0.29639 1.77490 1.39691
H -4.71730 0.30212 0.10452
H -3.66981 1.31070 0.67488
O -4.50415 1.22944 0.14525
H 1.73601 -1.26164 1.11516
H 2.89541 -1.60210 2.14641
O 1.97176 -1.78012 2.05732
H 3.21176 0.44733 2.61321
H 2.24350 1.04867 1.78751
O 3.03475 1.36503 2.36809

The value obtained for the max |F| is 2.98 eV Å⁻¹. As for the gap between HOMO and LUMO: 8.5 eV. As for the net charge: -1. The value obtained for the energy relative to the best compared isomer or geometry (same formula, charge and spin) is 49.17 kcal per mole.



| no. | LUMO energy (eV) | E (eV) | HOMO (eV) |
| --- | --- | --- | --- |
| 1 | 0.26 | -208619.155 | -9.5 |
| 2 | 1.11 | -8899.297 | -8.7 |
| 3 | 3.11 | -23477.732 | -5.4 |